This record from the Open Molecules 2025 dataset describes a structure of composition C18H41Cl2GeN3PdSSeSi3. The level of theory is the ωB97M-V functional and the def2-TZVPD basis.

```
71
Properties=species:S:1:pos:R:3:forces:R:3
Pd 0.718 -0.364 -0.632 0.515 -0.655 -2.303
C -3.686 2.643 0.729 0.576 0.386 0.090
Si -1.809 2.759 0.862 -0.144 -0.602 -0.344
C -1.098 3.182 2.551 -0.198 0.005 -0.501
C -0.896 3.405 -0.649 -0.110 0.129 0.518
Ge -1.163 0.091 0.628 -0.015 1.127 1.819
Si -1.810 -0.977 2.888 -0.040 -0.165 -0.514
C -1.392 -2.772 2.431 -0.111 0.371 0.647
C -0.671 -0.166 4.162 -0.244 -0.266 -0.332
C -3.635 -0.573 3.133 0.533 -0.235 0.112
Si -2.499 -1.135 -1.617 -0.287 -0.330 -1.058
C -2.380 0.097 -3.024 -0.018 -0.361 0.474
C -4.101 -1.111 -0.628 0.769 0.133 0.017
C -1.691 -2.807 -1.827 -0.122 0.409 0.118
H -4.080 3.659 0.842 -0.025 0.059 0.010
H -4.144 2.048 1.515 0.063 -0.085 0.051
H -4.021 2.293 -0.246 0.082 -0.051 -0.066
H -1.161 4.273 2.639 -0.044 0.038 -0.020
H -0.048 2.920 2.671 -0.015 -0.042 -0.075
H -1.677 2.765 3.373 -0.053 -0.084 -0.018
H -0.652 4.455 -0.461 -0.021 0.073 -0.056
H -1.517 3.363 -1.543 -0.080 -0.063 -0.014
H 0.052 2.900 -0.847 -0.059 -0.049 0.096
H -0.459 -2.885 1.877 0.025 0.123 -0.049
H -2.191 -3.254 1.871 -0.067 0.053 -0.068
H -1.278 -3.334 3.363 -0.054 -0.103 0.009
H 0.217 0.294 3.731 0.005 0.041 -0.029
H -0.350 -0.916 4.887 -0.010 -0.095 0.057
H -1.195 0.609 4.720 -0.102 0.028 -0.013
H -4.280 -0.929 2.335 0.007 -0.010 -0.111
H -3.806 0.491 3.288 0.070 0.075 -0.031
H -3.968 -1.073 4.046 0.027 -0.050 0.077
H -3.087 0.917 -2.919 -0.020 0.064 0.084
H -2.623 -0.431 -3.951 -0.050 -0.128 -0.025
H -1.371 0.485 -3.132 -0.017 -0.012 0.022
H -4.442 -0.122 -0.331 0.038 0.096 0.014
H -4.112 -1.784 0.224 0.083 -0.071 0.064
H -4.847 -1.497 -1.335 0.051 -0.047 -0.227
H -0.614 -2.769 -1.990 -0.074 0.071 0.003
H -2.135 -3.248 -2.728 -0.100 0.045 -0.067
H -1.906 -3.481 -0.999 0.006 0.021 0.095
Cl 4.598 -3.456 -0.952 -0.077 -0.129 -0.048
C 3.035 -4.249 -0.932 0.038 0.123 0.008
Cl 1.774 -3.123 -0.306 -0.332 0.137 0.179
H 3.033 -5.084 -0.240 0.109 -0.015 -0.114
H 2.719 -4.529 -1.931 0.185 -0.033 0.019
C 4.428 0.708 0.387 -0.018 0.170 -0.271
N 3.912 -0.312 1.294 -0.106 -0.159 0.245
C 2.682 -0.410 1.750 -0.044 -0.067 0.123
S 1.479 0.777 1.234 -0.298 0.259 -0.154
N 2.337 -1.346 2.612 -0.069 0.023 0.057
C 3.258 -2.349 3.131 0.096 -0.153 -0.039
H 5.408 0.381 0.051 0.001 0.013 -0.004
H 4.527 1.666 0.897 -0.019 -0.027 -0.036
H 3.771 0.811 -0.480 0.105 0.003 0.114
H 4.594 -0.960 1.665 -0.019 -0.053 0.004
H 1.398 -1.309 2.979 0.104 -0.012 -0.075
H 4.048 -1.882 3.722 0.013 -0.022 0.007
H 3.690 -2.922 2.305 -0.007 0.039 0.068
H 2.705 -3.032 3.769 0.016 0.015 0.011
Se 1.701 -0.425 -2.945 -0.346 0.175 1.226
C 1.858 1.156 -3.976 -0.011 0.370 -0.183
C 3.049 1.317 -4.688 0.016 -0.367 0.109
C 3.210 2.463 -5.458 0.158 -0.343 0.168
N 2.282 3.393 -5.547 -0.007 0.623 -0.389
C 1.144 3.246 -4.891 -0.132 -0.174 0.169
C 0.879 2.147 -4.090 -0.161 -0.223 0.286
H 3.829 0.568 -4.655 0.035 0.005 -0.013
H 4.120 2.626 -6.021 0.035 -0.035 0.003
H 0.412 4.035 -5.012 -0.037 -0.014 0.027
H -0.069 2.070 -3.579 0.000 0.024 0.047
```
Forces are in eV/Å.

* <S²>: 0.7951
* LUMO level (alpha / beta): -12.26 / -12.20 eV
* net charge: +3
* max |F|: 2.4 eV Å⁻¹
* spin multiplicity: 2
* HOMO (alpha / beta): -0.6008 / -0.5839 Ha